The following is a quantum chemistry calculation of a single C5H11N molecule at a distorted geometry, from OMol25.

The HOMO energy comes out at -8.84 eV. The value obtained for the HOMO-LUMO gap is 0.367 hartree. Its LUMO energy is 1.16 eV. Its energy relative to the best compared isomer or geometry (same formula, charge and spin) is 22.94 kcal per mole. As for the SMILES: CCC/C=C/N. For the total energy, the calculation gives -251.82597 a.u. As for the spin multiplicity: 1.

The geometry in XYZ format:
```
17
Properties=species:S:1:pos:R:3:forces:R:3
C 2.10125 0.92274 0.94290 -0.6 -0.5 0.4
C 1.02315 0.18716 1.76227 -0.3 -0.7 -0.4
C -0.36417 0.16632 1.11554 -0.3 0.0 -0.8
C -0.36679 0.03754 -0.39742 -1.4 0.7 0.3
C -1.29094 -0.69413 -1.02038 0.5 -0.7 -0.2
N -1.54745 -0.72297 -2.42259 -0.2 0.8 -0.3
H 2.82668 1.36440 1.61878 0.3 0.0 -0.2
H 1.67360 1.70003 0.32038 0.0 0.3 0.0
H 2.55527 0.19295 0.27484 0.3 0.2 0.0
H 1.29279 -0.87089 1.86072 0.3 0.2 0.1
H 0.94201 0.57615 2.76912 0.0 0.2 0.2
H -1.00895 -0.63926 1.47136 0.3 -0.2 0.4
H -0.93215 1.06000 1.36658 0.1 0.4 0.0
H 0.07784 0.84219 -0.97586 0.6 -0.3 -0.1
H -1.95426 -1.35431 -0.46239 0.3 -0.1 0.1
H -1.40394 0.19176 -2.83363 0.0 0.0 0.0
H -0.99330 -1.36576 -2.97191 0.0 -0.3 0.3
```
Forces are in eV/Å.

Results of the Mulliken charge analysis, in e, for atoms 1 through 5: -1.087, -0.346, -0.603, -0.174, -0.177



The following is a quantum chemistry calculation of a molecular structure, C28H29BCuN7O2S at a distorted geometry, from OMol25.

The HOMO energy (alpha / beta) comes out at -10.29 / -10.56 eV. The value obtained for the HOMO-LUMO gap (alpha / beta) is 0.278 / 0.263 hartree. Its LUMO energy (alpha / beta) is -2.74 / -3.40 eV. Its energy relative to the best compared isomer or geometry (same formula, charge and spin) is 0.00 kcal per mole. The total charge is +1. The expectation value of S² is 0.754. For the total energy, the calculation gives -3681.56667 a.u. As for the spin multiplicity: 2.

The geometry in XYZ format:
```
69
Properties=species:S:1:pos:R:3:forces:R:3
Cu 0.75177 -1.12150 -1.97073 0.0 0.4 0.2
N -3.64433 -0.48967 -0.97556 0.8 -0.1 -0.3
C -2.43598 -0.95753 -1.34044 -0.1 0.4 -0.2
N -1.48826 -0.26623 -1.87796 -0.3 0.4 0.1
C -1.69312 1.12566 -2.03274 -0.3 -0.6 0.1
N -0.71943 1.91803 -2.30847 0.2 -0.3 0.1
N 0.49731 1.22974 -2.31682 -1.0 -0.2 -0.2
C 1.47658 1.89605 -1.90331 1.0 0.0 0.1
C 2.74918 1.20374 -1.67521 0.1 -0.8 -0.4
C 3.82809 1.88124 -1.16389 0.4 0.8 0.4
C 4.99340 1.22020 -0.81100 -0.6 0.0 -0.4
C 5.03569 -0.13412 -1.04008 0.2 -0.4 -0.2
C 3.94939 -0.76085 -1.62581 -1.2 0.4 -0.1
N 2.80810 -0.11897 -1.92918 0.3 0.0 0.4
C -3.06694 1.64901 -1.82356 1.1 0.0 -0.5
C -3.41024 2.96771 -2.11667 -0.8 -0.2 0.3
C -4.69009 3.39344 -1.82837 -0.3 0.4 -0.3
C -5.64860 2.52038 -1.27823 -0.2 1.0 0.0
C -5.30667 1.23204 -0.99062 0.0 -0.6 0.1
C -4.01497 0.80827 -1.27816 -0.1 0.1 0.3
H -4.28151 -1.06454 -0.47413 -0.3 -0.5 0.2
H -2.26105 -2.00215 -1.19262 0.1 -0.6 0.3
H 1.46235 2.93806 -1.63219 -0.4 0.4 0.1
H 3.76657 2.94586 -0.98856 -0.2 0.1 0.0
H 5.81382 1.77299 -0.39631 0.3 0.0 0.2
H 5.88743 -0.73146 -0.78814 0.4 -0.1 0.1
H 3.90607 -1.81899 -1.82270 0.3 -0.2 0.0
H -2.70308 3.63704 -2.56125 0.4 0.1 -0.1
H -4.95892 4.42444 -2.07620 0.0 -0.4 0.2
H -6.65191 2.89388 -1.05704 0.4 -0.2 -0.1
H -5.99535 0.50762 -0.55994 -0.1 0.3 0.0
C 0.15399 2.33624 5.47700 -0.8 0.3 0.7
C 0.46500 0.88772 5.78200 0.1 -0.9 -0.4
C 1.77703 0.80898 6.55944 0.2 0.1 1.0
C -0.66091 0.28423 6.63619 -0.2 0.3 0.5
C 0.60607 0.05375 4.48255 0.0 0.6 0.0
C 0.88473 -1.29964 4.56077 0.2 -0.8 0.2
C 1.04632 -2.12069 3.45003 -0.5 0.3 -0.2
C 0.86071 -1.53946 2.21534 0.4 0.0 0.1
O 0.97163 -2.10507 0.95917 -0.1 0.0 -0.2
B 0.75607 -1.06040 0.07847 -0.2 0.1 -0.3
O 0.49937 0.14617 0.73656 0.3 -0.6 0.6
C 0.61252 -0.19715 2.09456 -0.4 0.8 0.3
C 0.48709 0.62206 3.21273 0.0 0.1 -0.5
H 0.01884 2.89093 6.42394 0.0 -0.3 -0.3
H -0.78227 2.43375 4.89899 0.4 0.1 0.2
H 0.97147 2.81935 4.97530 0.3 0.2 -0.5
H 1.67351 1.41522 7.49279 0.2 -0.5 -0.6
H 2.60603 1.22242 5.98954 0.1 0.1 -0.1
H 2.06044 -0.22053 6.84975 -0.3 0.5 -0.1
H -0.76228 0.83732 7.59538 0.2 -0.3 -0.5
H -0.47999 -0.77274 6.87473 -0.1 0.3 -0.1
H -1.61999 0.37666 6.11954 0.0 -0.1 0.0
H 0.99348 -1.75963 5.53513 0.0 0.0 0.0
H 1.22446 -3.17104 3.53220 0.2 -0.4 0.1
H 0.32677 1.68186 3.08506 -0.1 0.0 -0.1
C 1.93570 -2.93230 -5.65222 -0.2 -0.2 -0.4
N 0.48045 -2.91520 -5.49363 0.4 0.1 0.5
C -0.46211 -2.59244 -6.46834 0.5 -0.1 0.2
C -1.66121 -2.62876 -5.85966 0.0 -0.1 -0.1
N -1.44329 -2.96725 -4.53346 0.1 0.1 -0.4
C -0.12679 -3.11409 -4.29413 0.2 0.3 -0.6
S 0.62408 -3.40328 -2.78761 -0.1 0.3 0.0
H 2.15909 -2.69728 -6.68723 0.0 0.0 -0.1
H 2.35805 -3.89758 -5.39185 -0.2 -0.2 -0.1
H 2.42589 -2.21472 -5.01518 -0.1 0.5 0.3
H -0.18502 -2.36388 -7.49634 -0.1 -0.1 0.5
H -2.62184 -2.44654 -6.29006 -0.3 0.0 0.1
H -2.12841 -3.09644 -3.81152 -0.1 0.0 0.0
```
Forces are in eV/Å.

Results of the Mulliken charge analysis, in e, for atoms 1 through 5: -0.236, 0.014, -0.645, 0.106, 0.151



The following is a quantum chemistry calculation of a single C2H3NO2S molecule at a distorted geometry, from OMol25.

The HOMO energy comes out at -9.76 eV. The value obtained for the HOMO-LUMO gap is 0.340 hartree. Its LUMO energy is -0.49 eV. Its energy relative to the best compared isomer or geometry (same formula, charge and spin) is 57.35 kcal per mole. As for the SMILES: O=CN(O)C=S. For the total energy, the calculation gives -681.36793 a.u. As for the spin multiplicity: 1.

The geometry in XYZ format:
```
9
Properties=species:S:1:pos:R:3:forces:R:3
O -1.70008 1.79966 -1.16905 0.2 -0.2 0.3
C -0.70345 1.14030 -1.23506 -0.6 0.6 -0.6
N -0.26978 0.25881 -0.25471 -1.0 0.6 0.9
O -1.03586 0.24695 0.90377 0.7 -0.3 -0.5
C 0.84893 -0.45461 -0.27452 0.8 -0.8 -0.4
S 1.37489 -1.42194 0.92617 -0.1 0.1 0.2
H -0.05531 1.18392 -2.10980 0.5 -0.3 -0.1
H -0.44181 -0.32230 1.45609 -0.4 0.0 0.3
H 1.40195 -0.40917 -1.20236 -0.1 0.3 -0.3
```
Forces are in eV/Å.

Results of the Mulliken charge analysis, in e, for atoms 1 through 5: -0.431, 0.120, 0.233, -0.313, 0.057



The following is a quantum chemistry calculation of a single C20H20O6 molecule at a distorted geometry, from OMol25.

The HOMO energy comes out at -7.36 eV. The value obtained for the HOMO-LUMO gap is 0.276 hartree. Its LUMO energy is 0.16 eV. Its energy relative to the best compared isomer or geometry (same formula, charge and spin) is 5.68 kcal per mole. As for the SMILES: C=Cc1c(C)c(O)c2cc3c(c(O)c2c1O)C(=O)[C@](C)(O)C(=O)C3(C)C. For the total energy, the calculation gives -1225.53506 a.u. As for the spin multiplicity: 1.

The geometry in XYZ format:
```
46
Properties=species:S:1:pos:R:3:forces:R:3
C -0.31793 -4.37613 -3.83678 -0.5 1.7 -0.5
C -0.45768 -3.03278 -4.11333 0.0 -3.4 0.8
C -0.65931 -2.06275 -3.02879 0.3 0.8 0.3
C -1.72286 -1.12805 -3.09051 0.4 1.2 1.3
C -2.90251 -1.28922 -4.02258 0.3 0.5 0.3
C -1.72071 -0.09280 -2.13446 -1.5 -1.5 -2.0
O -2.75971 0.79202 -2.13273 -0.6 0.5 -0.1
C -0.78039 0.00831 -1.10927 0.9 -0.5 0.5
C -0.83635 1.02253 -0.15433 0.2 1.1 1.0
C 0.07171 1.13410 0.90848 -0.6 -0.1 -0.7
C 1.11078 0.19584 0.97675 -0.3 -1.2 -0.3
C 1.16862 -0.84508 0.02589 1.2 0.2 1.3
O 2.15261 -1.76330 0.11725 -0.3 0.7 0.7
C 0.22889 -0.98643 -1.00149 -0.8 0.9 -0.4
C 0.26129 -1.99077 -1.97437 -0.7 -0.8 -1.6
O 1.25288 -2.92584 -1.93376 0.4 0.2 0.5
C 2.09448 0.30134 2.08371 2.4 0.3 -0.6
O 3.30294 0.30836 1.85495 -1.5 -0.4 0.1
C 1.65009 0.67828 3.49190 0.3 -0.1 1.1
C 2.87905 1.13084 4.35350 -0.6 0.6 0.0
O 1.08175 -0.46833 4.16533 -0.6 0.6 -0.2
C 0.55690 1.77954 3.36289 -1.1 0.5 1.4
O 0.06946 2.18237 4.42161 0.7 -0.5 -2.1
C 0.00317 2.26548 1.95358 -0.4 -0.3 -0.3
C -1.47311 2.66012 2.09574 0.1 0.1 1.2
C 0.80830 3.48880 1.43384 -0.1 -0.5 0.5
H -0.17557 -5.13568 -4.59411 0.1 0.2 -0.2
H -0.45441 -4.77671 -2.83765 0.1 0.2 0.1
H -0.44131 -2.77457 -5.16502 0.1 0.5 0.1
H -3.27535 -0.32019 -4.39889 0.1 -0.4 0.0
H -3.70695 -1.77409 -3.45742 0.0 0.0 -0.3
H -2.65196 -1.88791 -4.88955 -0.1 -0.2 -0.1
H -3.40844 0.60336 -2.84444 0.9 0.1 0.7
H -1.62098 1.74245 -0.32889 0.0 0.2 0.4
H 1.91495 -2.44607 -0.51843 0.6 -0.5 -0.2
H 1.17734 -3.48439 -2.71495 0.1 -0.2 -0.2
H 2.54601 1.48393 5.35966 -0.1 -0.2 -0.9
H 3.41041 1.96164 3.85661 -0.1 -0.5 0.3
H 3.55359 0.27771 4.52235 -0.3 0.3 -0.4
H 0.53785 -0.15231 4.92380 0.6 0.0 -0.8
H -2.11344 1.76760 2.20639 0.2 0.5 -0.2
H -1.59075 3.27576 2.99424 0.0 -0.1 -0.1
H -1.78628 3.28300 1.26783 -0.1 -0.1 -0.3
H 0.80173 4.29585 2.15306 0.0 0.2 0.3
H 1.82496 3.19658 1.24347 0.6 0.0 -0.1
H 0.39626 3.87761 0.50890 -0.2 -0.2 -0.2
```
Forces are in eV/Å.

Results of the Mulliken charge analysis, in e, for atoms 1 through 5: -1.125, -1.069, 1.438, 0.605, -2.096



The following is a quantum chemistry calculation of a molecular structure, C11H24F3MgNO8S2 at a distorted geometry, from OMol25.

The HOMO energy comes out at -8.12 eV. The value obtained for the HOMO-LUMO gap is 0.306 hartree. Its LUMO energy is 0.22 eV. Its energy relative to the best compared isomer or geometry (same formula, charge and spin) is 1.72 kcal per mole. For the total energy, the calculation gives -2386.23255 a.u. As for the spin multiplicity: 1.

The geometry in XYZ format:
```
50
Properties=species:S:1:pos:R:3:forces:R:3
Mg -39.43158 22.99132 3.39825 -0.3 -0.4 1.5
N -42.61379 22.73395 3.67163 0.2 0.2 0.2
O -43.08488 21.72763 3.11072 0.1 0.3 0.1
O -41.34609 22.82798 3.76972 -0.9 -0.1 0.4
O -43.31764 23.62810 4.15150 0.3 -0.5 -0.5
C -37.34199 24.05506 4.55972 -3.6 1.2 -0.2
O -37.43905 23.18171 3.44732 2.5 -0.5 -1.4
O -38.67584 24.13724 4.90532 1.6 0.0 0.7
C -36.37917 23.59601 5.63919 0.0 -0.4 1.0
F -36.24280 24.55745 6.56803 -0.1 0.1 -0.1
F -36.75466 22.48406 6.29705 -0.1 0.0 -0.3
F -35.13383 23.35219 5.17277 0.1 0.0 -0.2
C -36.34553 23.09699 2.53539 0.2 -0.4 -0.7
C -36.72363 22.18773 1.36193 0.4 0.1 0.4
H -37.51952 22.58055 0.73175 -0.2 0.1 0.2
H -35.85099 22.06630 0.71754 0.1 0.0 0.1
H -36.99926 21.21115 1.75798 -0.1 0.0 -0.1
H -35.46804 22.69354 3.03837 -0.1 -0.2 0.0
H -36.02458 24.06968 2.14720 -0.4 0.3 0.2
H -36.99026 25.04594 4.22893 0.6 0.0 -0.1
C -41.05186 19.87496 5.01208 -1.2 -0.1 0.0
S -39.29187 19.80822 4.59892 -0.7 0.6 1.0
O -38.90463 21.19812 4.17121 0.1 -1.3 0.6
C -38.70894 19.64893 6.32212 0.7 -0.1 -0.5
H -41.42861 19.01292 5.56869 0.7 -0.2 0.0
H -41.70233 19.91340 4.13429 0.5 0.1 -0.4
H -41.34955 20.75371 5.58715 0.7 0.2 0.0
H -37.65431 19.37087 6.28524 0.0 0.1 -0.2
H -39.22260 18.83684 6.83206 -0.3 0.2 0.0
H -38.76727 20.61936 6.81110 -0.4 0.0 0.0
C -41.33043 26.60659 2.40638 0.4 0.0 0.0
S -39.87453 25.78949 1.64479 -0.8 -0.7 0.0
O -39.74645 24.38312 2.18188 -0.2 2.1 -1.1
C -40.63673 25.43683 0.06023 -0.2 0.3 -0.1
H -41.69542 27.44557 1.80985 0.5 0.0 -0.3
H -40.95008 27.00309 3.34520 -0.3 -0.2 0.2
H -42.18646 25.94245 2.52424 0.3 -0.4 0.3
H -40.07724 24.61424 -0.37742 0.2 0.2 -0.1
H -40.61952 26.33813 -0.55251 0.0 -0.1 -0.1
H -41.66320 25.11246 0.22334 0.0 0.0 0.1
C -41.39139 21.22554 0.08074 -0.9 -0.1 0.2
C -40.27264 20.93367 1.01496 -0.1 -0.8 0.8
O -39.86395 21.75431 1.80051 0.3 -0.1 -0.9
C -39.79036 19.49847 1.01771 0.1 -0.1 0.3
H -42.00032 22.03106 0.49126 0.4 0.4 -0.4
H -42.10173 20.39496 0.04997 0.3 -0.3 -0.1
H -41.00089 21.35822 -0.92935 -0.1 0.3 0.0
H -38.77149 19.33667 1.37079 0.2 0.4 -0.5
H -40.01417 19.05615 0.04934 0.3 -0.2 0.0
H -40.33395 18.92885 1.78044 -0.5 0.2 -0.2
```
Forces are in eV/Å.

Results of the Mulliken charge analysis, in e, for atoms 1 through 5: 1.352, 0.785, -0.613, -0.570, -0.645